A cluster of 11 separate species, C38H114N12O11P4S7 in total, computed with the ωB97M-V functional and the def2-TZVPD basis.

Last column: Löwdin charge in e.
Geometry (Å):
1 O 10.31866 -6.78151 -1.91814  -0.304
2 P 8.87364 -6.51068 -2.13874  0.694
3 N 8.19854 -5.86003 -0.60230  -0.302
4 C 9.07971 -5.16030 0.43293  -0.089
5 C 6.78331 -5.47500 -0.39701  -0.136
6 N 7.85431 -7.83158 -2.54737  -0.318
7 C 7.22025 -8.09373 -3.79403  -0.128
8 C 7.82139 -8.93127 -1.69849  -0.169
9 N 8.66835 -5.21208 -3.32105  -0.335
10 C 7.44906 -4.79898 -3.86821  -0.164
11 C 9.84895 -4.55662 -3.75924  -0.134
12 H 9.25886 -4.20625 -0.06283  0.069
13 H 10.01017 -5.72381 0.50227  0.065
14 H 8.65434 -4.99380 1.42259  0.075
15 H 6.82493 -4.38653 -0.35707  0.066
16 H 6.29312 -5.70217 0.54968  0.077
17 H 6.24126 -5.63992 -1.32818  0.051
18 H 7.49048 -7.32262 -4.51546  0.066
19 H 7.62294 -8.95409 -4.32855  0.085
20 H 6.14916 -8.25740 -3.67542  0.092
21 H 8.48381 -9.75526 -1.96372  0.091
22 H 7.82062 -8.58286 -0.66568  0.085
23 H 6.90316 -9.51745 -1.66176  0.083
24 H 7.32895 -4.99317 -4.93402  0.082
25 H 6.61109 -5.13162 -3.25563  0.068
26 H 7.50475 -3.72118 -3.71544  0.087
27 H 10.60432 -5.30603 -3.99568  0.076
28 H 10.27943 -3.96960 -2.94795  0.079
29 H 9.66212 -3.90011 -4.60906  0.087
30 O 0.55211 -0.09093 -10.14016  -0.305
31 P -0.38605 -1.24595 -10.29707  0.644
32 N -2.01611 -0.66562 -10.36693  -0.306
33 C -2.46051 0.34070 -9.47098  -0.159
34 C -3.16703 -1.25976 -11.05181  -0.125
35 N -0.47779 -2.24894 -8.84636  -0.316
36 C 0.75436 -2.90830 -8.50122  -0.151
37 C -1.60784 -2.72094 -8.12369  -0.141
38 N -0.21338 -2.18008 -11.71655  -0.292
39 C -1.11726 -3.45299 -11.85199  -0.052
40 C 0.89921 -2.18438 -12.57708  -0.157
41 H -2.79827 0.08223 -8.46739  0.073
42 H -3.37087 0.80341 -9.85209  0.075
43 H -1.67031 1.08746 -9.39325  0.080
44 H -3.81872 -0.44330 -11.36290  0.079
45 H -3.74363 -2.03031 -10.54008  0.083
46 H -2.82943 -1.56483 -12.04230  0.058
47 H 0.93750 -3.77704 -9.13355  0.079
48 H 1.59997 -2.24864 -8.30654  0.083
49 H 0.82171 -3.36616 -7.51434  0.076
50 H -1.81722 -3.76561 -8.35375  0.080
51 H -1.49215 -2.41948 -7.08261  0.094
52 H -2.51897 -2.28603 -8.53452  0.055
53 H -1.96344 -3.26503 -12.51286  0.060
54 H -0.49856 -4.22623 -12.30742  0.074
55 H -1.42348 -3.75209 -10.84955  0.062
56 H 1.74415 -2.58807 -12.01923  0.081
57 H 1.16066 -1.16827 -12.87252  0.084
58 H 0.79935 -2.77570 -13.48729  0.085
59 O -1.64127 10.35708 4.67452  -0.278
60 P -1.63888 9.68956 3.36978  0.579
61 N -1.66073 7.92133 3.46811  -0.258
62 C -0.58270 6.98016 3.00945  -0.120
63 C -2.79263 7.27473 4.22346  -0.113
64 N -0.33928 9.96556 2.34108  -0.326
65 C 0.52706 11.09862 2.64001  -0.117
66 C -0.42391 9.75071 0.94628  -0.132
67 N -3.03885 10.02757 2.47616  -0.303
68 C -3.48337 11.40417 2.62928  -0.122
69 C -3.70467 9.19093 1.52602  -0.127
70 H -0.89358 6.41281 2.13221  0.070
71 H -0.15181 6.34221 3.78111  0.073
72 H 0.30781 7.48466 2.63450  0.059
73 H -3.73839 7.69472 3.88106  0.049
74 H -2.74786 7.40538 5.30468  0.071
75 H -2.97737 6.20752 4.10085  0.074
76 H 1.53990 10.92276 2.27760  0.080
77 H 0.21250 11.97786 2.07778  0.077
78 H 0.52886 11.40766 3.68528  0.078
79 H 0.55348 9.96555 0.51427  0.092
80 H -0.69094 8.69573 0.88453  0.070
81 H -1.15806 10.40138 0.47115  0.086
82 H -2.72799 12.02518 2.14776  0.069
83 H -4.42928 11.74313 2.20684  0.083
84 H -3.48960 11.78517 3.65051  0.072
85 H -2.99863 8.73530 0.83174  0.064
86 H -4.38532 9.75329 0.88682  0.086
87 H -4.27049 8.36381 1.95477  0.064
88 O -6.24607 -0.35649 5.58181  -0.317
89 P -6.75217 0.37146 6.80843  0.598
90 N -5.38427 0.41759 7.90010  -0.312
91 C -4.15940 0.95331 7.30067  -0.113
92 C -5.49386 0.50891 9.27466  -0.178
93 N -7.98212 -0.59425 7.47826  -0.315
94 C -8.36096 -1.90095 6.97226  -0.115
95 C -8.67680 -0.31665 8.72933  -0.097
96 N -7.52653 1.78292 6.61623  -0.337
97 C -8.18205 2.17565 5.41097  -0.101
98 C -7.54955 2.78559 7.61562  -0.125
99 H -3.49278 0.10804 7.47166  0.083
100 H -3.71458 1.86289 7.70426  0.079
101 H -4.24108 1.02749 6.21627  0.070
102 H -4.58677 0.88113 9.75084  0.086
103 H -5.38838 -0.51630 9.62954  0.091
104 H -6.37937 1.07234 9.56877  0.060
105 H -7.47295 -2.50371 7.16256  0.078
106 H -9.24497 -2.35770 7.41724  0.078
107 H -8.37282 -1.80732 5.88636  0.071
108 H -8.01368 -0.23011 9.59007  0.058
109 H -9.11353 0.63706 8.43302  0.070
110 H -9.38564 -1.13225 8.87233  0.075
111 H -8.09462 3.22999 5.14862  0.086
112 H -7.87482 1.59449 4.54151  0.087
113 H -9.25485 2.07160 5.57341  0.084
114 H -8.61707 2.83700 7.82975  0.093
115 H -7.06663 3.71609 7.31720  0.089
116 H -6.86829 2.68431 8.46044  0.072
117 C -6.06074 3.05491 -3.03155  -0.227
118 S -6.99052 4.70932 -3.24871  0.838
119 O -7.66058 5.01742 -1.93921  -0.587
120 C -8.16909 4.01986 -4.53151  -0.266
121 H -5.08931 3.13767 -2.54413  0.046
122 H -5.92873 2.95262 -4.10868  0.012
123 H -6.72702 2.25008 -2.72104  0.051
124 H -8.75912 3.15406 -4.23092  0.054
125 H -7.51738 3.93803 -5.40139  0.037
126 H -8.94039 4.72772 -4.83503  0.042
127 C 5.71819 -0.10934 7.17114  -0.259
128 S 6.99296 -0.25387 8.54476  0.851
129 O 7.65118 -1.65175 8.42276  -0.595
130 C 8.31105 1.03497 8.01249  -0.240
131 H 4.82867 0.47118 7.41581  0.036
132 H 5.30870 -1.05791 6.82382  0.046
133 H 6.09887 0.34058 6.25421  0.039
134 H 7.99505 2.06326 7.83681  0.046
135 H 8.81523 0.74953 7.08922  0.041
136 H 9.14188 0.84003 8.69058  0.036
137 C 7.73722 5.23894 -1.22908  -0.271
138 S 7.62800 5.59697 0.58860  0.823
139 O 7.40525 7.09243 0.74956  -0.581
140 C 6.01646 4.76167 1.01543  -0.238
141 H 8.18440 4.30242 -1.56235  0.045
142 H 8.47035 5.87074 -1.73053  0.042
143 H 6.82780 5.45728 -1.78890  0.047
144 H 5.38084 4.81706 0.13168  0.045
145 H 5.71995 5.26130 1.93768  0.046
146 H 6.24458 3.73253 1.29280  0.041
147 C -2.11270 -5.31996 7.05042  -0.243
148 S -2.25209 -7.20882 7.18699  0.843
149 O -3.73220 -7.46217 6.98478  -0.584
150 C -1.99972 -7.19210 9.00223  -0.287
151 H -2.50491 -4.89386 7.97385  0.035
152 H -2.83129 -4.83092 6.39272  0.048
153 H -1.08872 -4.97999 6.89559  0.041
154 H -2.87814 -6.80702 9.52009  0.053
155 H -1.09569 -6.69448 9.35323  0.056
156 H -2.14783 -8.22354 9.32206  0.040
157 C 1.19068 3.35150 -5.57205  -0.255
158 S 0.28829 4.94958 -5.61793  0.802
159 O 0.77772 5.54066 -4.39369  -0.574
160 C 1.13181 5.87319 -7.03927  -0.231
161 H 1.95390 3.29355 -4.79601  0.053
162 H 1.87378 3.32314 -6.42096  0.035
163 H 0.57000 2.45553 -5.58206  0.041
164 H 0.63200 6.84073 -6.99281  0.036
165 H 0.62871 5.41665 -7.89166  0.036
166 H 2.21801 5.87004 -6.94834  0.056
167 C 0.45237 -3.39248 1.68945  -0.279
168 S 0.82897 -1.65262 2.05566  0.832
169 O 2.25689 -1.26003 1.69155  -0.589
170 C -0.38066 -1.01298 0.71540  -0.231
171 H 1.10931 -4.02979 2.28136  0.050
172 H 0.59612 -3.49858 0.61419  0.049
173 H -0.57063 -3.49310 2.05201  0.051
174 H -1.23558 -0.74815 1.33755  0.034
175 H -0.59971 -1.70044 -0.10162  0.037
176 H 0.01130 -0.17224 0.14302  0.046
177 C -1.07298 -10.74455 -1.39282  -0.281
178 S -0.20776 -11.08138 0.14743  0.813
179 O 0.65444 -9.77807 0.41256  -0.586
180 C -1.62490 -11.22781 1.28098  -0.253
181 H -1.50080 -9.77168 -1.15078  0.046
182 H -1.88242 -11.46179 -1.52876  0.049
183 H -0.52771 -10.70208 -2.33568  0.058
184 H -2.01793 -10.23922 1.04364  0.039
185 H -1.22438 -11.18441 2.29379  0.056
186 H -2.26488 -12.06043 0.98897  0.059

Properties
HOMO energy = -0.2940 hartree
electronic energy = -194649.255 eV
frontier orbital gap = 8.140 eV
energy above the lowest of the compared OMol25 structures with the same formula, charge and spin = 260.1 kcal/mol
max |F| = 0.096 hartree/bohr
2S+1 = 1